(1)
35
Properties=species:S:1:pos:R:3:forces:R:3:lowdin_charge:R:1 method="wB97M-V/def2-TZVPD" gap_ev=7.992 relative_energy_ev=0.000 total_energy_ha=-1628.2387 smiles="O=C1Nc2ccc(OC(F)(F)F)cc2[C@]12NN=C(c1ccccc1)S2"
O -3.54152 -0.40826 2.79506 0.4 -0.1 -0.3 0.0988
F 1.72140 1.81118 -2.32685 -1.6 0.6 -0.6 0.1313
F -0.38021 2.09991 -3.14646 1.8 0.6 0.5 0.1469
F 1.31743 3.39658 -3.73808 -1.0 -0.3 1.1 0.1736
N -1.08124 -1.56080 -0.59501 1.0 0.3 2.2 0.0696
O 0.48608 3.60454 -1.62383 0.2 -1.1 -1.8 0.0800
S -0.26343 -0.99770 1.83394 -0.8 0.2 0.3 1.0874
C -2.76053 0.34481 2.26049 -1.5 -2.3 0.5 -0.4279
C -0.11629 -1.78363 0.27481 -1.7 0.6 -1.9 -0.5453
C 3.33921 -4.21500 -0.53000 0.8 0.8 1.3 -0.0967
C 2.32441 -4.13098 -1.43467 -1.6 0.5 -1.0 -0.0864
C 3.24912 -3.44240 0.63055 -1.3 0.0 0.2 -0.0783
C -0.96381 4.07735 0.24193 0.9 0.6 -1.3 -0.0140
C 1.17259 -3.33473 -1.20186 0.4 -0.2 -0.5 -0.0169
C 2.11211 -2.68194 0.90581 0.2 0.2 0.1 -0.0631
C -1.75138 3.69114 1.31313 -1.0 -0.8 1.1 0.0031
C -0.42159 1.76175 -0.19531 0.3 1.0 -1.1 0.0694
C -0.31285 3.14936 -0.56932 -0.2 -2.5 1.2 -0.2051
C 1.05956 -2.58338 -0.02749 0.8 -1.0 0.2 -0.2419
C -1.94009 2.31765 1.60103 1.5 2.0 -1.4 -0.1933
C -1.24706 1.38607 0.84127 0.1 0.9 -0.3 -0.1793
N -2.73850 1.67245 2.51863 0.0 0.7 0.1 0.1653
N -2.02331 -0.71349 -0.04668 -0.7 -0.8 0.4 -0.0325
C 0.76538 2.72170 -2.71926 0.0 0.3 1.5 -0.5625
C -1.69177 -0.00895 1.18067 1.4 0.8 -0.5 -0.4879
H 4.25454 -4.78028 -0.65671 -0.2 -0.2 -0.4 0.1048
H 2.40090 -4.64161 -2.39136 -0.1 -0.1 0.2 0.1034
H 3.98114 -3.47286 1.40486 0.7 -0.1 0.2 0.0936
H -0.79665 5.12512 -0.06903 -0.4 -0.5 0.6 0.1338
H 0.38276 -3.26559 -1.97599 0.6 -0.1 0.7 0.1187
H 2.07686 -2.14800 1.87606 -0.1 -0.3 -0.8 0.0875
H -2.28735 4.43068 1.92031 0.3 -0.2 -0.4 0.1160
H 0.04212 0.95107 -0.76650 0.0 0.5 0.1 0.1213
H -3.51503 2.09661 2.99773 0.0 -0.1 0.1 0.1720
H -2.85299 -0.46837 -0.58188 0.7 -0.3 0.1 0.1543

(2)
22
Properties=species:S:1:pos:R:3:forces:R:3:lowdin_charge:R:1 method="wB97M-V/def2-TZVPD" gap_ev=7.425 charge=-1 relative_energy_ev=0.514 total_energy_ha=-400.2813
C 0.95718 1.28545 2.50872 -0.9 -1.0 -2.4 -0.1829
N 0.46878 -0.04707 2.86765 0.6 -1.7 -0.3 -0.1469
C -0.79599 -0.40455 2.15369 -0.5 1.1 -0.5 -0.5176
O -0.70911 -0.34788 0.81355 0.2 -0.1 0.5 -0.3256
H 1.48334 1.34152 1.51455 -0.4 -0.2 0.6 0.0697
H 1.63250 1.61961 3.23142 1.0 0.8 1.3 0.0231
H 0.08971 1.94615 2.38334 0.2 0.0 0.4 0.0705
H 1.13344 -0.79192 2.52121 -0.6 1.3 0.5 0.0953
H -1.50856 0.37166 2.55544 0.0 -0.3 0.0 0.0831
H -1.17980 -1.39011 2.49544 0.5 0.0 0.4 0.0825
N -1.76823 -1.11984 -1.52528 -0.3 -1.2 0.9 -0.0719
C -0.46245 -0.99060 -2.16352 -0.2 0.6 0.5 -0.3559
C 0.07167 0.42237 -1.86348 -0.3 -1.0 1.0 -0.3129
N 1.36055 0.55327 -2.52516 1.7 0.1 -0.1 -0.0407
H -1.55010 -0.90462 -0.47629 -0.6 -0.5 -1.2 0.0310
H -2.13289 -2.11103 -1.62618 0.7 1.6 0.3 0.0557
H -0.53744 -1.05493 -3.23594 -0.1 -0.3 -0.7 0.0742
H 0.27980 -1.72971 -1.82075 0.0 0.1 0.0 0.0940
H -0.66977 1.11053 -2.25402 0.1 0.4 -0.2 0.0989
H 0.06288 0.50494 -0.74370 0.3 0.2 -1.0 0.0767
H 1.61421 1.47020 -2.87602 -0.4 0.0 0.2 0.0366
H 2.16030 0.26657 -1.93466 -0.9 0.1 -0.3 0.0630

(3)
8
Properties=species:S:1:pos:R:3:forces:R:3:lowdin_charge:R:1 method="wB97M-V/def2-TZVPD" gap_ev=10.826 relative_energy_ev=4.985 total_energy_ha=-270.1695
C -0.59747 -0.00733 -0.19562 -0.1 -3.0 2.4 -0.0605
N 1.52395 -0.51118 0.09007 5.4 2.1 0.8 -0.0923
O 0.55597 0.22163 0.60318 -0.3 1.5 0.9 -0.2190
F 1.55575 -1.72342 0.84946 0.1 0.0 0.3 -0.1241
H -1.26991 0.79479 -0.12008 -0.7 1.0 0.0 0.0742
H -0.99226 -0.96835 0.24746 -0.5 1.1 -0.6 0.1077
H -0.21565 -0.27490 -1.12157 0.1 0.1 -2.2 0.0577
H 2.64875 0.16647 0.53874 -4.0 -2.7 -1.4 0.2564

(4)
9
Properties=species:S:1:pos:R:3:forces:R:3:lowdin_charge:R:1 method="wB97M-V/def2-TZVPD" gap_ev=9.977 relative_energy_ev=3.962 total_energy_ha=-300.3421
C -0.43964 0.00235 0.25305 -2.3 -3.6 3.0 -0.2363
N -0.65936 -0.42620 -1.04788 0.1 0.1 -0.3 0.0241
N 0.94924 0.34634 0.60270 0.3 0.3 -0.1 -0.4389
O 1.77255 0.20326 -0.27462 0.4 -0.1 -0.1 0.0651
O 1.16793 0.76637 1.71050 0.0 0.1 0.4 0.0666
H -1.11669 0.77094 0.61522 0.3 0.1 -0.1 0.1116
H -0.78517 -1.10809 1.25285 1.3 3.1 -2.7 0.2295
H -1.06536 0.27624 -1.65205 0.2 0.0 0.1 0.0904
H 0.17651 -0.83123 -1.45976 -0.3 0.1 0.0 0.0879